DFT (ωB97M-V/def2-TZVPD) results for 2 unconnected molecules or ions with the total composition C5H15NO2.

Orbital gap (alpha / beta) = 11.10 / 6.13 eV
Relative energy (zero: lowest compared OMol25 entry of this formula, charge and spin) = 43.43 kcal per mole
2S+1 = 2
Largest force on an atom = 2.30 eV/A
Net charge = +1
M = 121.2 g mol⁻¹
Highest occupied orbital energy (alpha / beta) = -14.40 / -14.40 eV
DFT total energy = -11004.0056 eV

Structure (XYZ):
```
23
C5H15NO2 ωB97M-V/def2-TZVPD
C 0.2340 0.8289 -2.2477
N 0.5972 0.0461 -1.1270
C -0.2393 -0.9975 -0.4438
C -1.0466 -0.4024 0.7173
C -2.3153 0.3275 0.2089
O -0.3023 0.5068 1.5268
C 0.6951 -2.0825 0.0534
H 0.7291 0.5031 -3.1675
H 0.5959 1.8583 -2.0630
H -0.8405 0.9502 -2.3498
H 1.5250 -0.3659 -1.2315
H -0.8863 -1.3446 -1.2379
H -1.3884 -1.1949 1.3813
H -2.2588 0.5758 -0.8406
H -2.4604 1.2700 0.7250
H -3.2153 -0.2498 0.3397
H 0.5169 0.8100 1.0965
H 1.1956 -1.8038 0.9866
H 0.1265 -2.9879 0.2487
H 1.4876 -2.4220 -0.6254
H 2.1654 1.4083 2.3687
H 2.2651 2.6768 3.1076
O 2.8196 2.0894 2.5740
```

=====

DFT (ωB97M-V/def2-TZVPD) results for 3 unconnected molecules or ions with the total composition C5H15NO3.

Orbital gap = 10.28 eV
Relative energy (zero: lowest compared OMol25 entry of this formula, charge and spin) = 27.96 kcal per mole
Largest force on an atom = 2.72 eV/A
M = 137.2 g mol⁻¹
Highest occupied orbital energy = -9.93 eV
DFT total energy = -13060.5677 eV

Structure (XYZ):
```
24
C5H15NO3 ωB97M-V/def2-TZVPD
C 1.2158 -2.0889 0.4205
C 0.2325 -1.8510 -0.6904
N -0.5172 -0.6912 -0.7007
C -0.4996 0.3484 0.3048
C -1.5510 0.1377 1.4117
C -2.9067 0.7818 1.0458
O 0.1520 -2.6145 -1.6379
H 2.1915 -1.6960 0.1515
H 1.1360 -3.1392 0.7104
H 0.9498 -1.6680 1.3939
H -1.0429 -0.4663 -1.5382
H -0.4480 1.3862 -0.0365
H 0.4758 0.3613 0.8130
H -1.3468 0.4303 2.4408
H -1.5963 -0.9518 1.3825
H -2.8673 1.7401 1.5853
H -3.0084 1.1223 0.0178
H -3.7893 0.2688 1.4082
H 1.9347 2.1460 -1.6692
H 0.4116 1.6783 -2.0029
O 1.1167 2.3280 -2.1327
H 3.4545 0.6242 -1.6060
H 2.9932 0.5962 -0.2074
O 3.3093 1.2174 -0.8641
```